The following is a DFT calculation (the ωB97M-V functional and the def2-TZVPD basis) of a cluster of 9 separate species, C10H38N16O10 in total at a distorted geometry.

```
74
Properties=species:S:1:pos:R:3:lowdin_spin:R:1
C 3.62 -2.98 0.38 0.000
O 2.82 -3.59 -0.38 0.001
N 3.85 -1.73 0.38 0.000
N 4.47 -3.54 1.13 0.000
H 3.24 -1.15 -0.19 0.000
H 4.41 -1.46 1.17 0.000
H 5.25 -3.02 1.52 0.000
H 4.54 -4.53 1.33 0.000
C 1.15 3.66 -1.29 0.002
O 1.57 3.74 -2.38 0.001
N -0.09 3.95 -1.08 0.004
N 1.87 3.41 -0.20 0.000
H -0.66 4.01 -1.91 0.007
H -0.53 3.67 -0.22 0.005
H 2.87 3.33 -0.34 0.000
H 1.45 3.47 0.72 0.000
C 2.36 -2.80 4.76 0.004
O 3.42 -3.28 4.99 0.000
N 2.14 -2.10 3.66 0.002
N 1.40 -2.75 5.62 0.003
H 1.32 -1.52 3.60 0.006
H 2.93 -1.97 3.04 0.000
H 0.45 -2.42 5.48 0.011
H 1.74 -3.04 6.52 0.000
C -0.91 -2.21 -4.65 0.001
O -1.14 -1.79 -5.73 0.001
N -1.82 -2.57 -3.79 0.001
N 0.30 -2.51 -4.19 0.000
H -1.48 -2.81 -2.87 0.001
H -2.78 -2.41 -4.04 0.001
H 1.10 -2.60 -4.79 0.000
H 0.51 -2.75 -3.23 0.000
C -4.76 -1.92 -1.12 0.035
O -5.43 -2.65 -1.75 0.012
N -3.60 -2.23 -0.57 0.011
N -5.07 -0.70 -0.92 0.032
H -3.06 -1.58 -0.01 0.006
H -3.30 -3.19 -0.69 0.004
H -4.61 -0.09 -0.26 0.013
H -5.79 -0.19 -1.42 0.034
C -4.22 1.03 2.24 0.173
O -3.09 1.37 2.50 0.034
N -4.79 -0.12 2.52 0.072
N -4.90 1.57 1.23 0.109
H -4.12 -0.86 2.68 0.032
H -5.65 -0.31 2.03 0.076
H -5.89 1.34 1.23 0.113
H -4.46 2.28 0.66 0.061
C 4.04 0.28 -3.18 0.000
O 3.82 -0.01 -2.05 0.000
N 4.50 1.43 -3.56 0.000
N 3.87 -0.54 -4.21 0.000
H 4.48 2.02 -2.74 0.000
H 4.61 1.57 -4.55 0.000
H 3.59 -1.51 -4.09 0.000
H 4.14 -0.22 -5.13 0.000
C -0.56 4.22 2.38 0.016
O 0.34 3.49 2.39 0.004
N -1.77 3.87 2.39 0.016
N -0.34 5.54 2.37 0.004
H -2.02 2.90 2.53 0.002
H -2.48 4.56 2.57 0.029
H -1.10 6.18 2.20 0.006
H 0.60 5.89 2.23 0.001
C -0.10 -0.01 0.61 0.010
C 0.38 -0.21 -0.79 0.003
O -0.45 -1.09 -1.51 0.004
O -1.45 0.51 0.50 0.022
H 0.52 0.69 1.17 0.001
H 0.13 -1.00 1.00 0.005
H 1.40 -0.58 -0.66 0.000
H 0.35 0.73 -1.34 0.001
H -1.36 -0.89 -1.28 0.002
H -1.74 0.78 1.37 0.004
```

## Properties
Net charge ... -1
DFT total energy ... -2032.47124 Eh
Frontier orbital gap (alpha / beta) ... 2.31 / 9.44 eV
2S+1 ... 2
ΔE to the lowest compared entry with this formula, charge and spin ... 81.7 kJ/mol